1.
A structure of composition H3N3O2 in a non-equilibrium geometry, computed with ωB97M-V with the def2-TZVPD basis set.

Calculated values
frontier orbital gap	7.7227	eV
LUMO energy	-0.8	eV
energy above the lowest of the compared OMol25 structures with the same formula, charge and spin	3.464	eV

Geometry as ORCA input:
```
! wB97M-V def2-TZVPD RIJCOSX def2/J DEFGRID3
* xyz 0 1
N 0.66 0.22 0.04
O -1.71 1.60 -0.15
O -2.69 -0.74 0.05
N -0.45 -0.52 0.00
H -0.45 -1.68 0.18
H -0.90 1.56 -0.61
N -1.64 -0.12 0.01
H 1.40 -0.44 -0.21
*
```

---

2.
A structure of composition C8H18ClINdO2PS in a non-equilibrium geometry, computed with ωB97M-V with the def2-TZVPD basis set.

Calculated values
frontier orbital gap (alpha / beta)	4.4344 / 5.9974	eV
LUMO energy (alpha / beta)	-11.1 / -9.7	eV

Geometry as ORCA input:
```
! wB97M-V def2-TZVPD RIJCOSX def2/J DEFGRID3
* xyz 2 4
H -3.63 3.54 1.68
H -0.37 1.67 2.70
Nd -0.21 0.32 0.70
S -2.34 1.70 1.21
H 0.08 -3.03 -1.88
Cl 1.90 1.82 0.92
C -3.86 2.46 1.63
C 0.35 2.03 -2.11
H -1.58 2.96 3.03
H 3.69 -2.31 0.15
P 1.57 -1.62 -0.63
H 0.31 -3.63 -0.20
O -2.66 -2.33 -0.45
C 0.82 -3.21 -1.09
H 1.71 -0.77 -2.88
H 1.44 1.74 -2.06
H -1.92 1.24 3.52
H 3.17 -1.72 -2.33
H 0.11 2.41 -3.13
H 0.19 2.85 -1.35
H -4.58 2.23 0.86
H -4.16 2.06 2.61
H 3.00 -1.01 1.23
H 2.38 -2.68 1.37
C -1.45 1.90 2.77
H 2.92 0.00 -1.79
H 1.65 -3.83 -1.42
C 2.79 -1.94 0.67
C -1.80 -1.55 -0.23
O -1.40 0.30 -2.43
C 2.44 -0.95 -2.07
C -0.52 0.90 -1.94
I -0.02 -1.54 2.96
*
```

---

3.
A structure of composition C28H40BClF2N6O4Ti in a non-equilibrium geometry, computed with ωB97M-V with the def2-TZVPD basis set.

Calculated values
frontier orbital gap	6.7846	eV
LUMO energy	0.2	eV

Geometry as ORCA input:
```
! wB97M-V def2-TZVPD RIJCOSX def2/J DEFGRID3
* xyz 0 1
H -1.11 5.56 0.28
O -3.92 -3.25 -0.25
H -3.90 -1.89 -4.56
C -2.63 -3.57 -4.16
H -4.61 -1.71 -2.17
H 1.88 0.08 4.53
N 1.36 3.19 0.07
H -1.17 -5.04 -0.38
C 1.23 1.08 -3.71
B 0.98 -2.97 0.60
H 2.09 1.33 -1.78
H 1.76 3.43 -0.83
H 0.66 2.47 -0.11
H -0.10 2.22 2.05
F 0.79 -3.58 1.78
N -0.39 2.91 3.97
C -1.77 3.52 0.41
H 0.19 5.19 2.55
H -2.01 1.48 0.27
C -2.06 -5.40 -0.90
C -0.43 3.14 2.51
H 0.97 1.40 4.00
C 3.44 -1.39 -0.66
H 0.23 0.58 -5.55
H -2.75 3.85 0.05
H 1.26 5.24 0.39
H 2.55 1.92 1.10
C 0.33 0.37 -4.49
H -1.22 2.40 4.26
N -1.41 2.20 -0.11
H -0.91 -1.61 2.89
N 1.55 0.59 3.71
F 1.18 -3.87 -0.39
H 5.09 -2.51 -1.41
H -1.46 -5.24 -3.53
C 0.54 4.24 2.13
H -1.16 -0.04 3.67
H -2.82 -5.62 -0.15
H 1.53 4.04 2.55
C 0.58 -0.20 -1.73
H 6.73 -1.16 -0.05
H 1.84 1.85 -4.15
N 3.36 1.43 1.52
H -1.55 2.14 -1.12
C 0.65 4.37 0.61
H -3.49 -2.59 1.60
C -0.41 -0.84 3.47
H -0.15 -1.30 4.43
H 2.70 -1.95 -1.23
O 0.60 0.44 1.66
C 0.84 -0.37 2.78
C 1.35 0.78 -2.36
C -2.55 -4.39 -1.90
O -1.09 -1.31 0.50
C 3.83 0.35 0.79
C 5.20 0.08 0.75
Cl -2.10 -3.70 -5.82
N 2.95 -0.41 0.12
C -0.74 4.57 -0.02
C 4.77 -1.71 -0.77
C -0.44 -0.63 -3.91
Ti 0.68 -0.72 0.31
H -1.14 -1.20 -4.51
H -2.53 2.67 2.24
C -0.32 -0.90 -2.55
C -2.15 -4.46 -3.23
C 5.67 -0.95 -0.02
C -3.53 -2.58 -3.81
H -0.96 -1.68 -2.13
H -2.18 4.40 2.35
H 4.10 2.10 1.71
H 5.88 0.71 1.32
O -3.03 -0.55 -0.30
H -1.79 -6.32 -1.40
H 2.37 0.93 3.19
H -2.15 -3.47 0.84
C -3.45 -3.37 -1.55
C -3.93 -2.48 -2.49
C -2.36 -1.41 0.22
H -0.41 3.80 4.46
C -1.82 3.45 1.94
C -2.96 -2.75 0.66
H -0.64 4.58 -1.11
*
```

---

4.
A cluster of 2 separate species, C3ClF5I2 in total in a non-equilibrium geometry, computed with ωB97M-V with the def2-TZVPD basis set.

Calculated values
frontier orbital gap	6.7998	eV
LUMO energy	-2.1	eV
energy above the lowest of the compared OMol25 structures with the same formula, charge and spin	0.350	eV

Geometry as ORCA input:
```
! wB97M-V def2-TZVPD RIJCOSX def2/J DEFGRID3
* xyz 0 1
F 1.45 0.76 -1.78
C 1.01 1.02 -0.56
I -3.51 1.58 -0.32
F -2.49 -3.18 -0.16
C -2.18 -1.90 -0.03
I -4.42 -0.85 0.22
F -1.69 -1.79 1.20
F -0.30 0.95 -0.49
C 1.79 1.28 0.48
Cl 1.18 1.59 2.05
F 3.12 1.32 0.37
*
```